1.
A cluster of 2 separate species, C3H7N2OS in total at a distorted geometry. Source: OMol25; level of theory: ωB97M-V/def2-TZVPD.

XYZ file:
```
14
Properties=species:S:1:pos:R:3:lowdin_charge:R:1
C 2.4635 0.6836 -0.3076 -0.870
C -0.6522 1.3634 0.1120 -0.143
C -0.3106 -0.1238 0.1110 -0.469
N 0.9642 -1.8309 -0.6815 -0.149
N 0.6115 -0.4878 -0.8607 -0.238
O 2.3404 1.7791 -0.7068 -0.022
S 3.2746 -0.4602 0.5028 0.585
H 0.1544 1.9844 0.4926 0.047
H -0.9357 1.6297 -0.8133 0.008
H -1.5678 1.4162 0.8263 0.087
H 0.0196 -0.2513 1.2212 0.097
H -1.3283 -0.6675 0.2497 0.098
H 1.5018 -1.9575 -1.5070 0.013
H 1.8441 -1.7900 0.0512 -0.045
```

Values from the calculation:
* HOMO: -0.0912 hartree
* total charge: -1

---

2.
A structure of composition C5H7KO3 at a distorted geometry. Source: OMol25; level of theory: ωB97M-V/def2-TZVPD.

XYZ file:
```
16
Properties=species:S:1:pos:R:3:mulliken_spin:R:1
O -0.5799 0.8377 0.0331 0.011
C 0.0452 -0.2848 0.2933 0.005
O 1.3575 -0.2744 0.1852 0.003
K 3.6988 0.6847 1.2336 0.002
O -0.5606 -1.3241 -0.0085 0.000
C -0.5014 1.9438 0.9459 -0.031
H -0.2371 1.5825 1.9530 0.025
H 0.2707 2.6335 0.5483 0.067
C -1.8126 2.6250 0.9838 0.875
H -2.4751 2.5770 0.1203 0.026
H -2.1138 3.1333 1.8989 0.018
C 0.6658 -2.7922 -1.4401 0.000
C 0.2762 -3.3223 -2.5335 0.000
H 1.0184 -3.3754 -0.5824 0.000
H 1.5689 -1.2941 -0.4843 0.000
H -0.6209 -3.3502 -3.1467 0.000
```

Values from the calculation:
* multiplicity: 2
* HOMO (alpha / beta): -0.4186 / -0.4744 hartree
* total charge: +1

---

3.
A cluster of 14 separate species, C5H36NO14 in total at a distorted geometry. Source: OMol25; level of theory: ωB97M-V/def2-TZVPD.

XYZ file:
```
56
Properties=species:S:1:pos:R:3:lowdin_charge:R:1
C 2.2525 -2.9090 0.2366 -0.264
O 2.0308 -2.5848 -1.0775 -0.114
C 2.0330 -1.5923 1.2467 -0.276
C 2.1700 -0.1749 0.6729 -0.142
C 2.6908 0.8977 1.8093 -0.119
C 2.9151 2.1644 1.3589 -0.024
N 0.5290 -1.7751 1.5939 0.014
H 3.3689 -3.1645 0.3641 0.118
H 1.6699 -3.8332 0.4988 0.112
H 2.6241 -1.9258 2.1770 0.136
H 2.8836 -0.0527 -0.1679 0.088
H 1.1759 0.1046 0.2056 0.092
H 2.9646 0.3891 2.8071 0.112
H 2.7490 2.2749 0.3091 0.041
H 3.1637 2.9878 2.0025 0.045
H 0.4611 -1.5131 2.5875 0.079
H 0.0986 -0.9682 1.1816 -0.017
H -2.3888 4.0598 1.0806 0.031
H -1.5383 2.8346 0.8829 -0.011
O -1.5638 3.6847 1.3948 -0.104
H -3.6379 1.7976 0.2418 0.009
H -3.8225 1.5348 1.7522 -0.016
O -4.2762 1.7028 0.9603 -0.054
H -1.1965 0.4828 0.7764 0.091
H -1.1177 1.0758 2.2589 0.013
O -1.7720 1.0545 1.5445 -0.171
H 3.0320 2.2432 -2.4826 0.035
H 1.7679 2.1470 -3.3848 0.010
O 2.0757 2.3616 -2.5275 -0.059
H -1.3117 -2.1219 -1.5177 0.081
H -2.5621 -2.8762 -1.8249 0.056
O -1.7184 -3.0985 -1.4022 -0.130
H 1.0326 -2.2133 -1.1141 0.128
H 0.2242 -0.2397 -1.8095 0.031
O -0.6071 -0.4966 -0.5204 -0.438
H -2.1910 1.4352 -2.1833 -0.029
H -3.4816 1.1489 -3.0802 0.017
O -3.0016 1.7435 -2.5403 -0.020
H -1.5958 -3.7981 0.2820 -0.012
H -1.3173 -3.3127 1.7287 0.039
O -1.9223 -3.8871 1.1921 -0.097
H -0.0350 3.1851 3.2603 0.084
H 0.2939 2.3505 2.0203 0.032
O 0.3459 2.2753 3.0151 -0.122
H -0.9632 -1.4156 -0.1140 0.049
H -0.0242 -0.9710 -3.1452 0.069
O 0.6771 -0.3197 -2.7975 -0.180
H 3.1566 -0.4107 -1.8018 -0.115
H 2.5287 0.2500 -3.0078 0.094
O 3.4290 0.1182 -2.4367 -0.082
H -3.1620 -1.1666 0.2005 0.089
H -2.9190 -2.6339 0.0771 -0.052
O -3.6614 -2.0452 -0.0753 -0.114
H -0.1973 2.0805 -1.2568 0.110
H -1.3230 1.1111 -0.7727 -0.041
O -1.0365 2.0045 -0.6794 -0.104
```

Values from the calculation:
* HOMO: -0.2502 hartree
* total charge: -1

---

4.
A structure of composition C15H15Br9F4O12 at a distorted geometry. Source: OMol25; level of theory: ωB97M-V/def2-TZVPD.

XYZ file:
```
55
Properties=species:S:1:pos:R:3:lowdin_charge:R:1
C 0.7168 5.6844 0.1001 -0.060
C 1.4349 6.0133 -1.2013 -0.332
O 0.7828 7.1967 -1.6257 0.137
C 0.2194 7.7796 -0.5269 -0.597
O -0.2704 8.7976 -0.5291 0.251
O 0.4495 7.0072 0.5699 0.076
F 1.4105 5.0330 -2.1218 0.019
H 1.3421 5.0808 0.7508 0.137
H -0.1761 5.0767 -0.1002 0.147
H 2.4939 6.2229 -0.9889 0.174
C -0.5972 -3.1271 5.8730 -0.017
C -1.7889 -2.5722 5.0653 -0.266
O -1.2083 -2.0986 3.8723 0.110
C 0.1550 -2.0512 3.9915 -0.634
O 0.8782 -1.6153 3.2090 0.180
O 0.5552 -2.6403 5.1262 0.038
F -2.4221 -1.5278 5.7461 0.042
H -0.5831 -4.2145 5.8212 0.133
H -0.5599 -2.7210 6.8764 0.138
H -2.4734 -3.3893 4.8174 0.168
C 1.8895 0.0204 -1.0859 -0.049
C 2.0183 0.4225 0.3815 -0.311
O 0.6801 0.4291 0.7950 0.110
C -0.0942 0.7869 -0.2902 -0.524
O -1.2672 1.0634 -0.2401 0.151
O 0.6723 0.7745 -1.3993 0.013
F 2.6087 1.6483 0.5330 0.066
H 1.6397 -1.0157 -1.2748 0.049
H 2.7155 0.4337 -1.6426 0.124
H 2.5755 -0.2774 1.0057 0.164
C -3.9150 -1.0512 0.0763 -0.035
C -3.0339 -1.4754 1.2479 -0.299
O -2.6766 -2.7846 0.8868 0.136
C -2.7696 -2.8817 -0.4677 -0.601
O -2.3905 -3.7625 -1.1413 0.143
O -3.2057 -1.7120 -0.9876 0.004
F -3.7333 -1.4667 2.4365 0.051
H -3.9023 0.0256 -0.0354 0.136
H -4.9219 -1.4636 0.1243 0.145
H -2.1963 -0.7939 1.3854 0.156
C 1.9694 -5.2554 1.0033 -1.585
Br 3.5478 -6.3722 0.7871 0.563
Br 2.0547 -3.6445 -0.0445 0.613
Br 1.7239 -4.9247 2.9016 0.630
H 1.0991 -5.8154 0.7086 -0.028
C -1.4031 -2.0692 -4.6051 -1.555
Br -0.5161 -1.8948 -2.9258 0.726
Br -0.3811 -1.4214 -6.1653 0.522
Br -3.1741 -1.2816 -4.5859 0.597
H -1.5207 -3.1032 -4.8737 -0.035
C 3.2335 2.1701 -5.4621 -1.617
Br 3.1743 3.3526 -3.9424 0.610
Br 2.4815 3.0612 -6.9864 0.585
Br 2.4158 0.4345 -5.1126 0.537
H 4.2429 1.9092 -5.7294 -0.037
```

Values from the calculation:
* HOMO: -0.3712 hartree

---

5.
A cluster of 4 separate species, H8O4 in total at a distorted geometry. Source: OMol25; level of theory: ωB97M-V/def2-TZVPD.

XYZ file:
```
12
Properties=species:S:1:pos:R:3:lowdin_charge:R:1
O -0.7545 -1.3647 -1.5819 -0.059
H -1.0719 -2.2583 -1.6732 0.036
H -1.2234 -0.9918 -0.8056 0.035
O 1.5694 0.3082 -0.5953 -0.092
H 1.2351 -0.5573 -1.0158 0.075
H 2.2987 0.7268 -1.0738 0.049
O -0.9265 -0.8622 1.3843 -0.018
H -0.4397 -0.1716 0.9757 -0.028
H -0.5858 -1.0942 2.2072 0.011
O 0.0189 1.8823 0.8164 0.006
H -0.2434 2.7182 0.9441 -0.023
H 0.7721 1.9199 0.2532 0.006
```

Values from the calculation:
* HOMO: -0.4073 hartree
* structure (SMILES): O.O.O.O

---

6.
The ion C25H45N14O8 with charge +1. Source: OMol25; level of theory: ωB97M-V/def2-TZVPD.

XYZ file:
```
92
Properties=species:S:1:pos:R:3:lowdin_charge:R:1
N 2.2847 3.1311 -1.6163 0.207
C 3.3268 2.4244 -1.2156 -0.415
N 4.1722 2.8890 -0.2889 0.101
H 4.0071 3.8031 0.1059 0.148
C 5.4469 2.2203 -0.1315 -0.138
C 5.1960 0.7236 0.0604 -0.094
C 4.2869 0.1772 -1.0532 -0.205
N 3.6105 1.2435 -1.7770 0.145
H 2.9149 0.8564 -2.4212 0.124
H 2.0804 3.9802 -1.0984 0.091
C 3.2013 -0.7772 -0.4697 -0.144
N 2.2665 0.0349 0.2860 0.155
C 0.9282 -0.1247 0.2868 -0.403
O 0.3650 -1.0847 -0.2243 0.077
C 0.1353 0.9739 0.8936 -0.130
C 0.6546 2.2039 1.0591 -0.024
N 0.0290 3.3285 1.5084 0.129
C 0.6479 4.5536 1.3755 -0.573
O 1.6948 4.6829 0.7555 0.015
N -0.0159 5.5754 1.9464 0.196
H -0.8259 5.4228 2.5208 0.116
H 0.3958 6.4922 1.9244 0.121
H -0.8949 3.1981 1.9418 0.111
H 1.6792 2.3892 0.7765 0.101
N -1.1816 0.5506 1.1338 0.163
C -2.0913 0.9727 2.0380 -0.390
O -2.1611 2.1078 2.4763 0.075
C -3.0835 -0.1183 2.4683 -0.180
N -2.5193 -1.4404 2.2968 0.114
C -1.3172 -1.7283 2.8249 -0.438
O -0.7294 -1.0052 3.6066 0.098
C -0.6760 -3.0224 2.2994 -0.195
N 0.7450 -2.8407 2.4784 0.136
C 1.7531 -3.0317 1.6221 -0.448
O 2.8694 -2.5904 1.8487 0.041
C 1.4578 -3.8966 0.3892 -0.288
N 1.2075 -5.2391 0.8719 0.072
H 0.9556 -5.8652 0.1157 0.091
H 2.0263 -5.6133 1.3386 0.098
H 0.5452 -3.5316 -0.0924 0.129
C 2.6169 -3.7742 -0.6379 -0.106
N 2.3535 -2.7822 -1.6562 0.110
C 2.4438 -1.4513 -1.6218 -0.425
O 2.0175 -0.7709 -2.5520 0.022
H 1.7975 -3.1090 -2.4380 0.165
H 3.5415 -3.5424 -0.1043 0.120
H 2.7467 -4.7312 -1.1492 0.130
H 0.9537 -2.2364 3.2734 0.152
H -0.9192 -3.1460 1.2426 0.142
C -1.1987 -4.2627 3.0612 -0.206
H -2.2561 -4.4025 2.8267 0.129
H -0.6308 -5.1335 2.7066 0.110
O -1.1293 -4.1274 4.4501 -0.029
H -0.2082 -4.0321 4.7181 0.096
H -2.8823 -1.9681 1.4946 0.103
H -3.2644 0.0595 3.5360 0.168
C -4.4253 -0.0094 1.7262 -0.082
N -4.3232 0.1099 0.2843 0.087
C -3.9462 -0.8708 -0.5498 -0.471
O -3.4113 -1.9112 -0.1857 0.040
C -4.2592 -0.6375 -2.0192 -0.046
H -5.2348 -1.1043 -2.1889 0.134
H -3.5342 -1.2034 -2.6048 0.124
C -4.3067 0.8144 -2.5134 -0.379
N -5.3096 1.5593 -1.7452 0.027
H -5.3320 2.5316 -2.0332 0.094
H -6.2338 1.1711 -1.9062 0.102
C -2.9457 1.5137 -2.3913 -0.163
H -3.1074 2.5942 -2.4362 0.120
C -1.9845 1.1231 -3.5160 -0.181
H -2.4774 1.2805 -4.4768 0.117
H -1.7252 0.0652 -3.4406 0.116
C -0.6939 1.9497 -3.4925 -0.237
N 0.2073 1.6104 -2.3942 0.016
H -0.3165 1.6036 -1.5238 0.070
H 0.5714 0.6680 -2.5321 0.063
H -0.1454 1.8008 -4.4245 0.119
H -0.9399 3.0127 -3.4072 0.116
H -2.5137 1.2841 -1.4150 0.100
H -4.5725 0.7829 -3.5844 0.143
H -4.7683 0.9127 -0.1761 0.095
H -5.0123 -0.8984 1.9846 0.141
H -4.9480 0.8766 2.0856 0.137
H -1.2972 -0.3984 0.7732 0.122
H 2.6747 0.6577 0.9636 0.137
H 3.6734 -1.5147 0.1859 0.127
H 4.8749 -0.3834 -1.7875 0.163
H 6.1470 0.1945 0.0567 0.128
H 4.7395 0.5624 1.0377 0.120
H 5.9645 2.6347 0.7321 0.132
H 6.0634 2.3787 -1.0238 0.134
H 1.4786 2.6244 -2.0724 0.066
```

Values from the calculation:
* HOMO: -0.3960 hartree
* total charge: +1

---

ΔE to the lowest compared entry with this formula, charge and spin list, top to bottom, in eV: 3.6116, 3.1364, 6.5526, 0.0000, 1.0715, 0.6945